Computed, not measured: the ion C5H9N with charge -1, with the ωB97M-V functional and the def2-TZVPD basis.

As for the expectation value of S²: 0.76. Its spin multiplicity is 2. Its energy relative to the best compared isomer or geometry (same formula, charge and spin) is 182.3 kJ/mol. As for the net charge: -1. For the gap between HOMO and LUMO (spin up / spin down), the calculation gives 4.097 / 6.552 eV. The value obtained for the highest occupied orbital energy (spin up / spin down) is 0.366 / -2.141 eV. As for the total energy: -250.51436 Ha.

Last column: Mulliken spin population.
Element x y z (Å)
C -1.54005 -0.95196 -0.31569  -0.056
N 0.74593 -0.53237 -2.08394  -0.014
C 0.65616 0.28695 -0.85274  0.479
C -0.25484 -0.13507 0.11988  0.043
C -0.13743 0.25325 1.63135  0.133
C 0.66365 1.27124 1.92502  0.309
H -1.87612 -1.19744 -1.31872  0.002
H -1.22573 -2.03022 0.07755  0.006
H -2.52988 -0.71458 0.16007  0.026
H -0.02157 -0.30306 -2.70462  0.024
H 1.65943 -0.70047 -2.42894  0.002
H 0.91717 1.30269 -0.78700  0.048
H -0.46450 -0.52157 2.35674  -0.009
H 0.85738 2.17785 1.30652  0.043
H 1.13739 1.36699 2.87913  -0.035

Computed, not measured: a cluster of 2 separate species, C5H9N in total, with the ωB97M-V functional and the def2-TZVPD basis.

Its spin multiplicity is 1. Its energy relative to the best compared isomer or geometry (same formula, charge and spin) is 298.9 kJ/mol. As for the net charge: 0. For the gap between HOMO and LUMO, the calculation gives 10.030 eV. The value obtained for the highest occupied orbital energy is -8.944 eV. As for the total energy: -250.55310 Ha.

Last column: natural (NBO) charge in e.
Element x y z (Å)
C 2.09438 -0.10614 0.82069  0.302
C -0.72045 0.75971 0.94025  -0.426
C -0.54548 -0.10286 -0.04573  0.075
C -0.41940 0.37231 -1.46745  -0.648
C -0.71116 -1.61146 0.13419  -0.642
N 2.53130 0.97315 0.65443  -0.762
H -0.87422 0.41028 2.02492  0.189
H -0.82261 1.78524 0.82155  0.185
H 0.52953 0.12938 -1.74294  0.213
H -0.72173 1.36598 -1.48426  0.209
H -1.07697 -0.04634 -2.12281  0.210
H -0.74883 -1.86142 1.10234  0.209
H 0.20170 -1.99153 -0.22848  0.216
H -1.57357 -2.02249 -0.22824  0.213
H 2.85752 1.94618 0.82154  0.456

Computed, not measured: an isolated molecule of C5H9N, with the ωB97M-V functional and the def2-TZVPD basis.

Its spin multiplicity is 1. Its energy relative to the best compared isomer or geometry (same formula, charge and spin) is 158.1 kJ/mol. As for the net charge: 0. For the gap between HOMO and LUMO, the calculation gives 9.739 eV. The value obtained for the highest occupied orbital energy is -8.583 eV. As for the total energy: -250.60674 Ha.

Last column: natural (NBO) charge in e.
Element x y z (Å)
C -0.76009 0.73323 -2.32354  -0.026
N -0.36490 0.80321 -1.13486  -0.401
C -0.55824 -0.07888 -0.08950  0.166
C -1.68703 -0.16404 0.61358  -0.481
C 0.76027 -0.72742 0.35507  -0.434
C 1.59856 0.07134 1.37489  -0.606
H -0.54260 1.61445 -2.92611  0.161
H -1.34402 0.00176 -2.88745  0.156
H -1.74032 -0.82279 1.46415  0.200
H -2.61156 0.30879 0.30840  0.202
H 0.47976 -1.66553 0.82147  0.215
H 1.33531 -0.84076 -0.55800  0.212
H 1.66193 -0.51280 2.29640  0.206
H 2.62767 0.24742 1.06572  0.210
H 1.14526 1.03202 1.61978  0.219

Computed, not measured: a cluster of 2 separate species, C5H9N in total, with the ωB97M-V functional and the def2-TZVPD basis.

Its spin multiplicity is 1. Its energy relative to the best compared isomer or geometry (same formula, charge and spin) is 226.4 kJ/mol. As for the net charge: 0. For the gap between HOMO and LUMO, the calculation gives 9.753 eV. The value obtained for the highest occupied orbital energy is -8.765 eV. As for the total energy: -250.58073 Ha.

Last column: natural (NBO) charge in e.
Element x y z (Å)
C -0.32484 1.68200 -0.37868  -0.644
C 0.83141 0.72236 -0.14945  -0.162
C 0.78076 -0.55800 0.23268  -0.222
C 2.02087 -1.34002 0.46827  -0.654
H -0.61101 1.62063 -1.45605  0.217
H 0.02689 2.66497 -0.25721  0.206
H -1.04559 1.46480 0.34501  0.216
H 1.77090 1.25263 -0.17224  0.178
H -0.18732 -1.13676 0.07236  0.222
H 2.83600 -0.88067 1.11087  0.213
H 2.55057 -1.74352 -0.43342  0.215
H 1.85033 -2.26698 1.00270  0.212
C -3.51577 -0.34555 -0.12353  0.094
N -2.55092 -0.88168 -0.45584  -0.292
H -4.43227 -0.25423 0.19452  0.202

no.,molecular weight (g mol⁻¹)
1,83.1
2,83.1
3,83.1
4,83.1